No. 1
Computed, not measured: an isolated molecule of C3H8S2, with wB97M-V/def2-TZVPD.

Atoms and positions in Å:
C (1.043, -0.097, 0.527)
C (2.200, 0.006, -0.427)
S (-1.943, -1.265, 0.517)
H (-3.173, 0.674, 0.791)
S (-0.075, -1.478, -0.149)
H (1.864, 0.194, -1.432)
H (0.739, 0.881, 0.814)
H (2.626, -1.020, -0.495)
H (3.003, 0.634, -0.326)
H (-1.752, 1.091, -0.305)
H (-3.320, 0.420, -0.931)
H (1.370, -0.423, 1.501)
C (-2.582, 0.383, -0.086)

The SMILES is CCSSC. The value obtained for the energy above the lowest of the compared OMol25 structures with the same formula, charge and spin is 23.2 kcal per mole. Its charge is 0. For the LUMO energy, the calculation gives 0.88 eV. As for the total energy: -24910.3901 eV. Its orbital gap is 9.23 eV.



No. 2
Computed, not measured: a structure of composition H39O20, with wB97M-V/def2-TZVPD.

Atoms and positions in Å:
O (-2.232, 2.084, -0.949)
H (2.720, 3.529, -0.376)
H (-1.221, -4.006, 3.740)
O (-2.484, -3.571, -0.800)
O (2.390, -3.234, 1.079)
H (1.323, -3.190, -1.221)
H (-2.844, -1.737, 4.829)
O (-1.982, -2.074, 4.565)
H (3.472, 0.658, -2.199)
H (0.586, 3.311, 2.293)
O (0.688, 0.383, -2.566)
O (-0.337, 3.558, 2.583)
H (-0.791, 4.860, -0.186)
H (-1.585, 1.366, -0.934)
H (3.873, 0.084, 0.452)
H (1.023, -0.372, 1.586)
H (-1.860, -2.046, 1.831)
H (-0.768, 2.720, 2.785)
H (-0.266, -3.901, 2.590)
H (-1.757, -1.587, 3.769)
H (0.858, -4.406, -1.919)
H (-2.073, 2.376, -0.045)
H (-1.290, -1.273, 0.693)
H (-0.282, -1.045, -2.569)
O (-3.367, -3.915, -3.328)
O (0.332, 1.575, -0.187)
H (0.181, 2.460, 0.212)
H (-2.843, 0.221, 1.951)
H (0.831, 2.793, -4.303)
H (2.142, 1.648, 1.457)
O (0.474, -0.966, 1.080)
H (-0.966, 4.088, 1.196)
H (2.791, 2.817, 2.177)
H (0.279, 1.086, -2.044)
O (-0.964, 3.993, 0.187)
H (1.696, 0.705, -2.457)
H (1.657, -3.827, 1.252)
O (2.935, 1.458, -2.115)
H (2.927, 1.062, -0.917)
H (-1.749, -0.997, -2.089)
H (-1.793, -3.082, -1.275)
O (1.315, 2.677, -5.122)
H (-2.974, -3.805, -2.405)
O (3.172, 4.158, 0.197)
O (-3.469, 0.967, 1.908)
H (-3.384, 1.219, 0.980)
H (-2.612, -3.385, -3.648)
O (-1.165, -3.664, 2.843)
O (3.134, 0.612, 0.165)
O (-2.143, -1.418, 1.150)
H (2.003, -2.349, 1.089)
O (1.948, 2.357, 2.107)
H (0.346, -0.610, 0.190)
H (-3.241, -3.084, -0.480)
H (1.267, 1.574, -0.421)
H (2.130, 2.206, -4.938)
H (3.827, 4.624, -0.323)
O (1.099, -4.110, -1.033)
O (-0.977, -1.576, -2.090)

The value obtained for the energy above the lowest of the compared OMol25 structures with the same formula, charge and spin is 73.2 kcal per mole. Its charge is -1. For the LUMO energy, the calculation gives 2.34 eV. As for the total energy: -41585.6295 eV. Its orbital gap is 9.69 eV.



No. 3
Computed, not measured: a structure of composition C31H27N2O3SSc, with wB97M-V/def2-TZVPD.

Atoms and positions in Å:
H (-3.695, -0.029, 1.982)
C (2.963, 3.822, -0.237)
H (1.514, 5.356, -0.680)
N (-0.237, 2.291, 0.269)
C (2.059, -4.473, -0.791)
H (5.820, 2.030, 0.269)
C (-2.288, -3.475, -0.648)
H (5.608, 6.568, -0.996)
C (1.226, -2.290, -1.272)
C (-2.994, 4.792, 0.696)
C (4.884, 5.795, -0.782)
H (-0.885, 4.954, 0.305)
H (2.183, -3.750, 1.693)
H (-2.947, -1.228, 0.873)
C (2.016, 2.756, 0.048)
H (-5.041, 4.318, 1.126)
C (5.295, 4.539, -0.433)
C (4.758, 2.228, 0.201)
H (2.401, -5.218, -0.083)
O (-0.568, -1.552, 1.330)
H (3.190, 7.073, -1.141)
H (-5.643, -3.069, -0.847)
C (-1.518, 2.922, 0.441)
C (1.631, -3.232, -0.326)
S (0.055, -2.826, 1.976)
C (3.873, 1.213, 0.463)
C (-3.334, -3.909, 1.479)
N (0.724, 3.119, 0.092)
C (2.074, -4.761, -2.149)
C (-1.723, 4.292, 0.460)
H (-1.401, -3.465, -1.272)
O (1.636, 0.487, 0.612)
H (-4.165, -0.086, 0.246)
C (3.510, 6.077, -0.863)
C (-4.673, -3.265, -0.411)
C (-4.053, 3.929, 0.928)
C (-0.862, -4.239, 1.267)
H (0.921, -1.814, -3.340)
C (-2.593, 2.072, 0.661)
C (-3.859, 2.551, 0.918)
C (2.564, 5.117, -0.600)
C (-2.189, -3.843, 0.691)
C (1.665, -3.810, -3.070)
Sc (-0.198, 0.174, 0.392)
H (-3.612, -2.948, -2.249)
H (-0.972, -4.917, 2.113)
H (-3.263, -4.222, 2.514)
C (4.342, 3.533, -0.157)
C (1.234, -2.564, -2.628)
C (1.658, -2.961, 1.150)
H (2.415, -5.730, -2.486)
C (-4.575, -3.618, 0.929)
H (-3.153, 5.860, 0.710)
C (2.504, 1.467, 0.369)
H (0.869, -1.300, -0.957)
C (-3.531, -3.192, -1.198)
H (1.685, -4.032, -4.127)
H (-5.465, -3.697, 1.537)
H (2.137, -2.011, 1.408)
H (6.348, 4.299, -0.365)
O (-2.280, 0.692, 0.639)
H (4.211, 0.224, 0.733)
C (-3.362, -0.229, 0.965)
H (-4.693, 1.893, 1.105)
H (-0.205, -4.688, 0.522)

The value obtained for the energy above the lowest of the compared OMol25 structures with the same formula, charge and spin is 1.6 kcal per mole. Its charge is +2. For the LUMO energy, the calculation gives -7.04 eV. As for the total energy: -73231.5824 eV. Its orbital gap is 6.20 eV.



No. 4
Computed, not measured: a structure of composition C52H123Br12N2O30P7, with wB97M-V/def2-TZVPD.

Atoms and positions in Å:
C (-2.876, 7.133, -5.402)
H (-11.907, 10.411, -0.784)
H (6.163, -4.122, 10.601)
H (-3.259, -3.541, -14.092)
O (-10.178, 7.847, -0.730)
H (1.581, 8.858, 0.703)
Br (-9.084, -3.227, -2.971)
H (2.462, -9.140, -8.444)
C (7.497, 0.526, 3.812)
O (-3.175, -5.016, -11.352)
C (6.867, -5.163, 8.890)
H (-3.684, -7.661, 10.355)
C (3.642, -2.968, -7.520)
H (-2.734, 2.981, 7.644)
O (-0.810, -1.039, -2.573)
Br (5.005, -9.931, 2.121)
O (-0.447, -2.234, -0.321)
H (-10.281, 4.682, 0.204)
H (4.338, -2.160, -7.295)
Br (-2.757, 8.641, -4.165)
H (-11.147, 5.475, -1.136)
H (11.648, -5.497, 14.405)
H (-10.428, 11.360, -0.366)
O (-4.624, 1.833, 4.865)
H (-11.730, 12.834, -1.483)
H (-2.614, 10.684, 2.984)
O (4.480, 3.554, 1.426)
O (-0.813, 10.306, 3.873)
H (7.740, -5.624, 8.427)
H (3.774, 1.651, 1.006)
H (7.654, 2.630, 3.632)
C (-10.481, -2.040, -2.337)
H (5.516, -4.284, -12.501)
H (-10.597, 12.326, -2.748)
H (1.743, 12.047, 7.287)
C (-1.616, -7.571, 12.289)
C (-4.406, -7.103, -11.350)
H (-2.106, -0.398, 6.833)
O (-2.134, -3.180, -1.923)
H (-8.981, 6.253, -0.864)
Br (6.081, -6.817, 1.427)
C (-0.792, -6.278, 10.455)
C (-5.931, -7.509, 3.107)
O (-0.890, -5.721, 9.323)
O (-1.005, 12.825, 3.412)
H (3.947, -3.986, -10.641)
O (-1.282, -3.789, -9.904)
H (-4.089, 1.915, -1.848)
H (1.340, -2.625, 1.463)
O (1.083, 11.772, 4.618)
Br (-10.575, -2.162, -0.345)
O (0.709, 11.218, 2.103)
H (2.594, 2.674, 3.028)
H (1.957, 13.793, 7.204)
C (11.555, -4.886, 9.005)
H (-3.070, 1.509, -0.503)
C (0.313, -2.817, 1.774)
H (-0.475, -4.106, -2.645)
H (-3.032, -0.066, 8.217)
Br (3.653, -8.269, -0.359)
H (3.111, 9.240, 0.896)
H (10.536, -4.096, 14.182)
H (-3.760, 6.547, -5.153)
H (3.862, -4.410, -5.807)
C (-10.999, 10.881, -1.162)
H (-3.919, -6.120, 11.108)
C (6.277, 0.210, -0.910)
H (-2.118, -7.225, 13.192)
C (4.870, -4.511, -10.396)
H (4.476, -7.983, -9.238)
P (-0.042, 11.669, 3.476)
C (2.954, -8.419, -7.791)
H (-1.615, 0.874, 7.935)
H (11.428, -5.922, 11.873)
H (-1.478, 9.682, 2.077)
H (6.430, -4.484, 8.158)
H (11.738, -4.138, 12.011)
H (-4.102, -0.614, -11.048)
O (10.198, -4.818, 9.358)
H (10.029, -5.795, 14.110)
Br (-3.051, 7.832, -7.271)
H (7.389, 2.040, -1.571)
C (1.994, 12.873, 6.621)
H (3.584, -3.058, -8.605)
H (-0.027, 12.914, 6.024)
H (5.509, -3.721, -10.001)
C (-1.562, -3.175, -13.147)
C (-3.796, -5.945, -10.479)
H (-10.534, 6.957, -2.989)
H (-1.706, -5.894, -3.864)
H (-5.240, -6.827, -11.997)
H (5.905, -0.159, 0.046)
C (6.982, 1.553, -0.684)
H (2.066, 10.324, -0.090)
C (4.033, -4.313, -6.879)
H (7.805, 1.391, 0.012)
H (2.987, 12.678, 6.215)
C (10.814, -5.091, 13.834)
P (5.640, -5.802, -8.241)
H (-4.769, -7.764, -10.563)
P (6.040, 3.113, 1.222)
H (1.515, 2.388, 1.688)
Br (-1.204, 5.977, -5.175)
H (-4.088, 2.313, 8.501)
P (-1.462, -1.760, -1.491)
H (-6.419, -8.193, 3.801)
C (7.111, -4.565, 10.294)
O (7.013, -5.980, -8.799)
H (-3.657, -7.670, -11.902)
C (-2.615, 8.726, 3.663)
H (2.609, 11.204, 2.484)
H (-11.599, 5.803, 0.563)
H (-1.933, 7.926, 3.950)
H (7.228, -0.380, 3.270)
C (3.416, 2.679, 0.969)
P (-2.526, -3.633, -10.739)
H (2.967, -8.668, -6.730)
H (11.446, -6.294, 7.318)
H (4.943, -9.165, -8.063)
H (-10.473, 8.409, -4.011)
H (-9.962, 6.313, -5.304)
H (-9.266, 6.760, 0.812)
H (6.929, -0.487, -1.436)
H (-4.656, -1.638, -8.868)
Br (-4.048, -8.084, 2.715)
C (-0.781, -3.159, 0.710)
C (2.160, 9.771, 0.844)
H (-0.012, -1.880, 2.227)
C (5.484, -4.981, -11.664)
O (6.287, 2.056, 2.385)
H (1.072, 13.789, 4.973)
C (-9.203, 6.822, -4.710)
O (-3.763, -2.920, -10.082)
O (7.007, 4.262, 1.149)
H (-4.384, 3.037, 6.869)
P (9.640, -3.776, 10.501)
H (-3.256, -5.045, -3.583)
C (-1.485, -3.882, -2.989)
H (-8.707, 7.520, -5.384)
O (8.070, -3.561, 10.229)
C (-1.902, 9.862, 3.065)
H (-4.553, -0.392, -0.632)
C (-2.475, 0.438, 7.427)
H (-1.397, -3.246, -3.870)
C (7.546, 1.766, 2.978)
H (6.483, -5.350, -11.434)
H (7.373, -5.330, 11.024)
H (3.859, -7.687, 2.113)
H (11.760, -4.090, 8.289)
C (-2.247, -5.212, -3.208)
H (-0.645, -4.185, 0.368)
C (0.937, 12.856, 5.519)
H (-3.027, -6.251, -9.769)
Br (-5.993, -5.785, 4.101)
H (12.990, -6.214, 8.043)
C (-2.409, -2.898, -14.320)
H (1.961, 4.038, 1.943)
H (-2.502, -5.718, -2.277)
H (-2.480, 1.175, -2.167)
H (-12.209, 11.708, -2.743)
C (-3.641, -1.773, -9.242)
H (3.414, -5.089, -7.328)
N (-3.344, 1.325, 6.716)
H (-2.544, -0.202, -10.393)
H (-3.509, 0.099, 5.141)
C (-3.715, -0.276, -1.320)
H (-0.553, -7.503, 12.520)
Br (-6.965, -7.540, 1.483)
O (5.026, -7.123, -7.483)
O (5.386, -4.531, -7.202)
C (-3.348, 1.192, -1.508)
C (-3.559, -0.483, -10.112)
H (-11.427, -2.320, -2.802)
O (9.761, -4.731, 11.818)
H (-4.045, 0.345, -9.596)
H (-4.214, -0.758, -2.160)
H (-4.673, -5.583, -9.942)
C (-10.774, 5.599, -0.119)
O (-2.687, -1.058, -0.680)
O (-8.207, 9.474, -0.595)
H (0.347, -3.610, 2.521)
H (-8.495, 6.073, -4.356)
C (4.441, -8.203, -8.172)
O (10.322, -2.443, 10.483)
H (-1.837, -8.629, 12.146)
H (5.374, 0.299, -1.514)
H (-2.911, -1.827, -8.434)
H (-3.109, -6.103, 9.581)
O (-8.831, 7.999, -2.749)
H (4.909, -5.879, -11.890)
N (-1.900, -6.817, 11.076)
O (-2.241, -2.661, -11.986)
P (-9.229, 8.904, -1.466)
O (4.592, -5.427, -9.423)
H (12.142, -4.868, 9.923)
H (-1.428, -4.255, -13.082)
H (6.786, 0.508, 4.638)
H (-3.093, 8.948, 4.617)
H (-3.285, 8.365, 2.882)
H (11.615, -7.014, 9.002)
C (-9.728, 6.634, -0.167)
C (1.849, 10.488, 2.171)
C (-3.691, 2.480, 7.500)
C (11.085, -4.969, 12.276)
H (-1.783, -3.048, -15.199)
C (11.929, -6.248, 8.293)
C (-3.217, -6.686, 10.495)
C (-3.865, 1.078, 5.499)
H (6.196, -6.018, 8.979)
C (-11.390, 11.989, -2.081)
C (-9.880, 7.609, -3.567)
Br (-9.955, -0.169, -2.860)
H (0.147, -6.361, 11.023)
H (3.131, 2.830, -0.072)
H (8.370, 1.819, 2.267)
H (2.604, -2.715, -7.303)
H (-0.572, -2.727, -13.231)
H (2.341, -7.541, -7.996)
H (-1.779, -2.991, 1.115)
H (-2.817, -1.887, -14.357)
H (1.739, 9.769, 2.984)
C (2.337, 3.019, 2.027)
C (4.547, -8.119, 1.386)
H (8.476, 0.327, 4.249)
O (-10.299, 9.952, -2.053)
O (5.934, 2.243, -0.158)

The value obtained for the energy above the lowest of the compared OMol25 structures with the same formula, charge and spin is 172.7 kcal per mole. Its charge is 0. For the LUMO energy, the calculation gives -0.66 eV. As for the total energy: -1025867.1170 eV. Its orbital gap is 8.72 eV.



No. 5
Computed, not measured: a cluster of 2 separate species, C3H10N2O2S in total, with wB97M-V/def2-TZVPD.

Atoms and positions in Å:
S (1.690, -0.519, 2.511)
C (-0.756, 0.525, -0.525)
H (-1.814, -1.551, 0.472)
C (-0.444, -0.032, 0.874)
N (-1.572, -0.920, 1.233)
H (1.729, 0.163, -2.396)
C (0.833, -0.815, 0.943)
O (0.087, 0.555, -1.389)
N (-1.900, 1.242, -0.598)
H (-1.480, -1.472, 2.078)
H (2.347, 0.176, -3.841)
H (-2.050, 1.879, -1.364)
H (-0.550, 0.807, 1.577)
H (-2.711, 1.103, -0.018)
H (1.562, -0.555, 0.134)
H (1.731, 0.832, 2.423)
O (2.452, 0.479, -2.924)
H (0.846, -1.896, 0.809)

The value obtained for the energy above the lowest of the compared OMol25 structures with the same formula, charge and spin is 30.1 kcal per mole. Its charge is +1. Its expectation value of S² is 0.754. As for the multiplicity: 2. For the LUMO energy (spin up / spin down), the calculation gives -3.69 / -9.12 eV. As for the total energy: -21174.6434 eV. Its orbital gap (spin up / spin down) is 9.83 / 4.39 eV.



No. 6
Computed, not measured: an isolated molecule of C4H7ClS2, with wB97M-V/def2-TZVPD.

Atoms and positions in Å:
C (-0.288, 0.755, -0.735)
C (-1.612, 0.687, 0.018)
S (1.270, 0.176, 1.554)
H (1.109, 2.277, -1.411)
Cl (-2.230, -0.976, 0.173)
H (-0.608, 2.774, -1.438)
H (0.271, 2.688, 0.081)
H (0.395, 1.135, 1.873)
H (-1.586, 1.108, 1.014)
H (-2.349, 1.269, -0.555)
S (1.641, -1.201, -0.962)
C (0.168, 2.216, -0.885)
H (-0.453, 0.333, -1.728)
C (0.823, -0.087, -0.109)

The SMILES is C[C@H](CCl)C(=S)S. The value obtained for the energy above the lowest of the compared OMol25 structures with the same formula, charge and spin is 0.0 kcal per mole. Its charge is 0. For the LUMO energy, the calculation gives -0.21 eV. As for the total energy: -38454.2351 eV. Its orbital gap is 8.62 eV.



No. 7
Computed, not measured: a cluster of 4 separate species, H7O4 in total, with wB97M-V/def2-TZVPD.

Atoms and positions in Å:
H (3.729, -0.866, 1.445)
H (2.360, -0.886, 0.528)
H (-1.991, -1.304, 0.451)
H (1.011, 0.508, -0.671)
O (-2.063, 2.164, -0.828)
H (-1.163, 2.356, -0.559)
O (0.813, -0.421, -0.372)
O (2.803, -1.155, 1.390)
O (-1.717, -0.631, -0.187)
H (-0.644, -0.695, -0.284)
H (-2.000, 1.228, -0.927)

The value obtained for the energy above the lowest of the compared OMol25 structures with the same formula, charge and spin is 14.4 kcal per mole. Its charge is -1. For the LUMO energy, the calculation gives 4.34 eV. As for the total energy: -8304.5748 eV. Its orbital gap is 8.54 eV.



No. 8
Computed, not measured: an isolated molecule of C3H4O3S, with wB97M-V/def2-TZVPD.

Atoms and positions in Å:
S (-2.453, 2.196, -1.415)
O (-0.880, 1.600, -1.694)
C (-0.462, -0.594, -0.351)
H (-0.378, -1.223, -1.312)
C (0.364, 0.552, 0.184)
H (-1.157, -1.106, 0.404)
O (-2.266, 3.578, -1.110)
H (1.316, 1.087, -0.260)
H (0.426, 0.670, 1.341)
O (-2.163, 1.279, 0.036)
C (-0.930, 0.841, -0.500)

The value obtained for the energy above the lowest of the compared OMol25 structures with the same formula, charge and spin is 92.4 kcal per mole. Its charge is 0. For the LUMO energy, the calculation gives 0.23 eV. As for the total energy: -20150.3675 eV. Its orbital gap is 9.90 eV.



- The highest charge belongs to which entry?
  C31H27N2O3SSc